No. 1
ORCA calculation (the ωB97M-V functional and the def2-TZVPD basis) on a structure of composition C20H45AuBrN5O7P2SbSi3.

Geometry as XYZ:
```
85
Properties=species:S:1:pos:R:3:forces:R:3:lowdin_spin:R:1
Au -1.234558 -0.120164 -0.524953 -0.036 -0.541 -0.095 0.295
Sb 0.712288 0.017354 1.371075 0.232 -0.527 0.178 0.485
Br -6.968574 -3.693363 0.177534 0.032 0.035 0.000 0.000
P -1.649611 2.609051 0.776610 0.298 0.381 -0.014 0.007
P -2.206209 0.399963 2.509297 -0.044 0.202 0.297 0.017
Si 3.456342 -0.378319 0.453523 0.190 -0.146 -0.262 0.301
Si 0.388207 -2.596635 1.929634 0.399 0.016 -0.089 0.086
Si 1.637753 1.981029 3.093890 0.158 0.196 -0.012 0.094
O -1.782206 4.161394 1.089529 -0.065 -0.053 0.066 0.003
O -2.272027 1.963140 2.154975 -0.072 -0.281 -0.135 -0.001
O -0.789643 0.066741 2.984514 -0.313 0.227 -0.136 0.128
O -2.693055 -0.435118 1.369054 0.095 0.163 -0.224 0.064
O -0.169205 2.303174 0.791819 -0.397 0.277 0.212 0.088
O -2.455834 2.179824 -0.394863 -0.169 0.126 0.029 -0.003
O -3.105983 0.292678 3.802273 0.115 -0.015 -0.094 0.008
N -1.575936 1.239764 -4.728232 0.065 0.002 0.039 0.008
N 0.537904 0.049767 -4.613417 -0.076 0.050 0.040 0.003
N -0.664715 0.596998 -2.573581 0.136 -0.223 0.402 0.085
N 0.397692 2.357129 -3.862274 -0.042 -0.085 -0.017 0.004
N -3.144509 -1.470245 -1.231389 -0.023 0.079 0.028 0.003
C 1.747667 -3.003020 3.157106 -0.082 -0.055 0.014 0.034
C 0.196530 -0.390325 -3.275523 -0.036 0.015 -0.210 0.000
C 1.228158 1.342586 -4.516275 -0.069 -0.008 0.016 0.000
C 0.638333 -3.471155 0.284058 0.030 -0.015 0.063 0.003
C -5.419989 -2.787932 -0.390110 -0.055 -0.094 0.027 0.000
C -0.708909 0.247006 -5.367670 0.035 0.015 0.053 0.000
C -4.217114 -3.469963 -0.477863 0.006 0.009 -0.009 0.001
C -3.107713 -2.764041 -0.902723 -0.002 0.033 -0.069 0.001
C -4.311927 -0.829293 -1.130445 0.050 -0.006 -0.033 0.000
C 0.056199 1.902383 -2.527495 0.072 0.140 -0.062 0.001
C -0.840807 2.506494 -4.637372 0.026 -0.033 0.032 0.000
C 0.298465 2.405457 4.298762 -0.236 -0.194 -0.145 0.018
C 2.175280 3.491441 2.163005 0.000 -0.065 -0.122 0.006
C 4.042967 1.329224 -0.002829 -0.105 0.037 0.059 0.048
C -1.901747 0.790574 -3.387505 -0.128 0.097 -0.091 0.005
C -5.479629 -1.446842 -0.721761 -0.021 0.034 -0.018 0.000
C 3.055833 1.121857 3.948644 -0.033 -0.072 -0.043 0.021
C 4.568422 -1.252859 1.665399 -0.125 0.041 0.126 0.049
C 3.304439 -1.473685 -1.049642 -0.129 0.010 0.004 0.067
C -1.275207 -2.991413 2.652060 -0.117 0.304 0.029 0.009
H 4.846853 1.229120 -0.738901 -0.012 -0.028 0.015 0.008
H -1.238190 -0.704468 -5.435033 -0.010 -0.009 -0.004 0.000
H 2.522153 4.230695 2.892116 0.026 -0.059 0.036 0.001
H 5.584347 -1.199226 1.257366 -0.034 0.034 -0.021 0.009
H 2.802191 0.094096 4.215729 0.070 0.018 0.055 0.002
H 2.676165 -3.273728 2.656233 -0.002 0.009 0.031 0.000
H -1.309974 -2.695619 3.702702 -0.024 -0.016 -0.041 0.000
H 1.665648 -3.826822 0.187756 -0.028 0.004 -0.032 0.000
H 4.299723 -2.305122 1.743789 0.038 0.007 -0.026 0.000
H 1.323882 3.900143 1.623695 0.032 0.056 0.020 0.000
H -0.589767 2.626095 -2.034300 -0.022 -0.034 0.013 0.000
H 3.093171 -2.505133 -0.770922 0.019 0.025 -0.020 0.000
H -4.147554 -4.517314 -0.222104 0.016 0.006 -0.014 0.000
H 2.542364 -1.149632 -1.753652 0.068 -0.017 0.007 0.002
H -0.462477 0.584510 -6.373972 -0.003 -0.002 -0.012 0.000
H 1.436622 -3.852742 3.771966 0.025 0.016 -0.017 0.005
H -4.046768 0.422728 3.633118 -0.047 -0.019 0.010 0.001
H -2.437346 -0.158382 -3.428137 0.042 -0.017 0.001 0.000
H -2.633262 4.530854 0.828175 -0.043 0.006 -0.027 0.000
H 1.479650 1.682745 -5.520551 0.023 0.003 -0.003 0.000
H 0.702899 3.116846 5.024264 0.103 0.026 -0.059 0.004
H 0.423143 -2.809455 -0.558196 -0.021 -0.049 -0.036 0.001
H -0.337263 -1.341350 -3.323945 -0.017 0.000 0.025 0.000
H -0.065926 1.527100 4.827520 0.013 0.055 0.057 0.000
H -0.015040 -4.344529 0.213325 -0.004 0.030 0.006 0.000
H 0.959572 1.777568 -1.927585 0.009 -0.048 -0.003 0.001
H -6.404725 -0.892685 -0.654927 0.015 0.001 -0.017 0.000
H -2.144798 -3.255346 -0.987790 -0.016 0.003 0.013 0.001
H -0.588652 2.841217 -5.643161 -0.009 0.019 -0.014 0.000
H 1.103072 -0.516002 -2.690112 0.000 0.020 0.009 0.000
H 2.150684 1.212566 -3.947021 0.018 -0.001 0.006 0.000
H -2.075356 -2.467967 2.127716 -0.011 -0.114 0.001 0.000
H 4.441309 1.862058 0.860682 0.007 -0.005 -0.028 0.000
H -0.542393 2.872450 3.785444 0.006 0.023 0.073 0.000
H -1.472784 3.256951 -4.162231 -0.011 0.001 0.015 0.000
H 1.947318 -2.166324 3.829440 -0.006 -0.054 0.024 0.003
H 3.248155 1.933159 -0.445623 0.054 0.002 -0.010 0.002
H 4.267722 -1.455286 -1.571794 -0.003 0.021 0.045 0.012
H 3.287000 1.662905 4.871107 -0.015 -0.007 -0.024 0.003
H -2.517735 1.534147 -2.880584 0.019 -0.003 0.036 0.000
H 4.585197 -0.827622 2.665423 0.024 -0.006 0.007 0.001
H -1.453916 -4.067841 2.584283 0.102 -0.018 -0.007 0.002
H 2.978852 3.306785 1.454992 0.015 0.063 0.013 0.000
H -4.302859 0.227717 -1.371635 0.004 -0.006 0.033 0.000
H 3.951718 1.119485 3.328495 0.032 -0.011 0.030 0.000
```
Positions in Å, forces in eV/Å.

Summary:
- E (eV) = -165738.57150
- multiplicity = 3
- gap between HOMO and LUMO (spin up / spin down) (eV) = 7.83 / 5.78
- total charge = +1
- <S²> = 2.017



No. 2
ORCA calculation (the ωB97M-V functional and the def2-TZVPD basis) on a structure of composition C16H14BF5HfN6S in a non-equilibrium geometry.

Geometry as XYZ:
```
44
Properties=species:S:1:pos:R:3:forces:R:3:mulliken_charge:R:1
Hf 0.115945 -0.197550 -0.676738 -0.349 -0.610 1.535 1.413
S 0.931475 -2.586345 -0.698286 -0.888 1.305 -0.654 -0.313
F 0.648131 -4.165413 1.821951 0.967 0.632 -0.268 -0.311
F 2.465804 -4.360275 3.840195 0.218 0.660 -1.202 -0.260
F 4.780030 -2.905484 3.764059 -1.039 0.087 -1.171 -0.234
F 5.091386 -0.962583 1.867904 -0.902 -0.711 -0.132 -0.264
F 3.207582 -0.604592 -0.079446 -0.333 -0.459 0.175 -0.288
N -0.537168 1.831423 -2.785142 0.724 -0.640 0.088 -0.018
N -1.689964 2.448533 -0.619364 0.514 -0.467 -0.297 0.302
N -2.564276 0.502520 -1.951556 0.737 -0.702 0.268 -0.108
N -0.883120 1.682189 0.203881 0.166 -0.573 0.176 -0.535
N -1.798550 -0.508868 -1.361128 -0.871 -0.094 -0.323 0.015
N 0.412923 0.899234 -2.338521 -0.113 1.112 -1.433 -0.215
C -1.711645 3.394422 1.386738 0.151 -0.256 -0.061 -1.024
C 1.299093 2.032912 -4.034658 0.246 -0.586 0.324 -1.156
C 3.881155 -2.795925 2.767837 0.318 0.228 0.770 0.554
C -2.551502 -1.660372 -1.316195 -0.606 1.429 -0.877 0.026
C -3.786575 -1.364036 -1.887151 0.339 -0.290 0.248 -1.124
C -0.001717 2.519316 -3.796816 0.379 -0.992 0.547 0.046
C 2.707262 -3.555259 2.785627 -0.028 -0.377 0.810 0.294
C 0.338913 -0.718079 4.079449 -0.252 -0.126 -0.370 -0.916
C -0.924317 2.240105 1.437521 -0.413 0.701 -0.391 -0.096
C 1.978579 -2.521509 0.694472 0.504 0.370 1.305 -0.186
C 4.041372 -1.803904 1.796821 0.503 0.592 -0.079 0.068
C 1.773101 -3.418361 1.762310 -0.241 -0.357 0.128 0.156
C 1.533504 1.010471 -3.119233 -1.321 1.001 -0.292 0.055
C -3.759087 -0.008471 -2.262943 1.173 -0.583 0.380 0.037
C -2.173918 3.490674 0.071998 0.384 -0.595 0.317 0.003
C 3.078578 -1.647289 0.800829 0.088 -0.438 0.267 0.734
B -1.938446 1.950330 -2.095378 -0.242 -0.026 0.838 0.101
H -4.595521 -2.056049 -2.037575 -0.097 0.019 0.026 0.431
H -0.403347 1.789600 2.284399 -0.142 0.232 -0.345 0.482
H 0.284987 -1.782500 4.322056 -0.005 0.175 0.003 0.307
H 2.349840 0.323325 -2.925557 0.124 0.295 -0.324 0.548
H -2.686965 2.671371 -2.680692 0.219 -0.070 -0.010 0.002
H -1.923785 4.083664 2.184438 0.003 -0.042 0.071 0.426
H 1.987615 2.333420 -4.793475 0.116 0.272 -0.266 0.444
H 1.369312 -0.372854 4.175261 -0.118 0.027 -0.097 0.302
H -4.478818 0.603864 -2.768162 -0.304 0.080 -0.041 0.513
H -2.100894 -2.564579 -0.925090 -0.321 0.031 -0.047 0.484
H -2.816420 4.225622 -0.402076 0.136 -0.189 0.118 0.482
H -0.595711 3.274982 -4.290167 0.185 0.029 -0.054 0.513
H -0.310768 -0.158676 4.755114 0.123 -0.078 -0.067 0.342
H -0.044074 -0.589002 3.042486 0.268 -0.015 0.407 -0.032
```
Positions in Å, forces in eV/Å.

Summary:
- E (eV) = -52151.49193
- energy above the lowest of the compared OMol25 structures with the same formula, charge and spin (kcal/mol) = 0.0
- gap between HOMO and LUMO (eV) = 6.72
- total charge = +2



No. 3
ORCA calculation (the ωB97M-V functional and the def2-TZVPD basis) on an isolated molecule of C6H5NS in a non-equilibrium geometry.

Geometry as XYZ:
```
13
Properties=species:S:1:pos:R:3:forces:R:3:mulliken_charge:R:1
S 2.447932 1.080697 0.204044 -2.519 -0.083 0.130 -0.136
N -0.556170 2.274073 -0.174485 -0.698 0.650 0.334 -0.576
C -1.542579 1.626896 0.401496 0.013 0.160 1.003 -0.117
C 0.365047 1.329475 -0.583371 0.746 -2.058 2.275 -0.427
C 0.850300 -1.101543 -0.123630 0.608 3.362 0.681 -0.654
C -0.144327 -0.032456 -0.124350 1.002 -0.164 0.164 0.739
C 2.082177 -0.623154 0.104214 2.349 -0.497 -1.562 -0.211
C -1.336945 0.161557 0.455488 -0.728 0.216 -0.181 -0.468
H 0.802718 -2.069934 -0.414549 -0.954 -2.900 -0.503 0.414
H -2.376826 2.150564 0.991638 1.280 -0.608 -1.377 0.331
H -1.982412 -0.598211 0.918540 0.368 0.630 -0.214 0.375
H 0.867769 1.313615 -1.506648 -0.115 0.595 -1.531 0.446
H 3.000752 -1.253613 -0.147775 -1.351 0.697 0.780 0.283
```
Positions in Å, forces in eV/Å.

Summary:
- E (eV) = -18625.37749
- energy above the lowest of the compared OMol25 structures with the same formula, charge and spin (kcal/mol) = 38.5
- gap between HOMO and LUMO (eV) = 7.40
- total charge = 0
- SMILES = C1=CC2=CC=N[C@H]2S1



No. 4
ORCA calculation (the ωB97M-V functional and the def2-TZVPD basis) on a structure of composition C32H43BrIrN2P2 in a non-equilibrium geometry.

Geometry as XYZ:
```
81
Properties=species:S:1:pos:R:3:forces:R:3:lowdin_spin:R:1
Ir -0.350931 -0.102333 -0.411923 1.991 2.066 1.863 2.048
Br 1.640899 -3.723916 2.402958 0.886 0.573 -0.173 0.005
P -2.374234 0.580159 -0.778021 -1.832 0.004 -1.498 0.123
P 0.503084 2.248552 2.931446 0.485 -0.425 0.074 0.590
N 7.097122 0.764041 -5.551272 -1.492 -0.194 1.336 0.280
N -1.148803 -1.798293 -0.148382 -2.103 -5.710 1.299 0.150
C -2.359870 -4.047535 0.347190 0.418 0.579 -0.155 0.019
C 5.777682 1.860783 -3.854957 -0.878 -1.220 1.061 0.194
C 1.907831 2.128960 1.809624 0.029 0.057 0.183 0.107
C 0.607291 1.291602 4.438524 -0.437 -0.029 0.797 0.088
C 3.802179 0.666235 -2.759971 -1.515 -0.651 3.198 0.014
C -1.425587 1.931343 -2.982896 -0.126 0.383 -0.413 0.016
C 1.591317 -2.081426 0.115018 -0.390 -1.225 -0.243 0.010
C 2.620368 3.481856 1.651047 0.187 -0.109 -0.259 0.026
C -1.650901 -2.841791 0.091623 0.033 1.012 -0.200 0.057
C 3.029071 0.481549 -1.784074 4.141 1.647 -2.774 -0.024
C -3.700405 -6.430393 0.794597 -0.319 -0.251 -0.390 0.031
C -4.461843 -0.121690 -2.416100 -0.452 -0.185 -0.417 -0.001
C 6.372689 -0.343307 -5.376837 1.110 0.444 -1.617 0.162
C -1.050928 2.076240 2.091634 0.131 0.201 -0.673 0.114
C 6.819406 1.833057 -4.811031 1.481 -0.360 -0.669 0.165
C 2.667980 -0.021249 -0.491657 -0.573 -1.750 0.545 0.020
C -1.954880 3.157347 2.675958 -0.387 -0.037 0.355 0.037
C 1.521508 -0.890441 -0.616666 3.865 -0.427 0.004 0.110
C -1.781046 -5.023255 1.174447 0.073 -0.295 -0.042 0.016
C 2.236017 -2.269256 1.350351 0.654 2.047 -1.307 0.011
C 5.311527 -0.421281 -4.453606 -1.475 0.972 0.419 0.206
C 4.941241 0.716646 -3.684232 0.350 0.120 -0.721 -0.008
C -4.271288 -5.464261 -0.038506 0.316 0.823 -0.128 0.001
C -1.892494 2.178569 -1.561965 -1.346 0.196 0.890 0.077
C -3.118734 -0.633796 -1.939699 0.497 0.412 -0.054 0.005
C -3.519057 0.348004 0.645448 0.768 -0.136 0.304 0.038
C -3.607957 -4.258674 -0.270669 -0.368 -0.424 0.171 0.016
C 3.498418 -0.247402 0.664336 0.390 0.221 -1.504 0.016
C 3.264199 -1.283134 1.590317 -1.939 -0.885 -0.387 -0.007
C -2.452092 -6.220722 1.368859 0.559 0.249 0.340 0.002
C 1.522214 2.010045 5.431345 0.199 0.254 -0.079 0.017
C -4.586179 1.402646 0.773774 -0.385 0.038 0.287 0.011
H 3.519256 3.336240 1.033600 -0.247 0.146 0.243 0.001
H -2.827375 3.310046 2.060217 -0.198 0.134 -0.059 0.003
H 5.637838 2.770288 -3.284370 -0.252 0.051 -0.191 0.008
H 4.455800 0.300203 0.724953 -0.716 -0.182 0.126 0.001
H -2.293003 2.889119 3.680136 0.018 0.070 -0.074 0.001
H -5.226964 -5.634027 -0.514237 -0.012 -0.074 0.044 0.000
H -4.176407 2.382648 1.010640 -0.163 -0.038 -0.076 0.001
H 3.861661 -1.409508 2.469766 0.528 0.149 0.249 -0.001
H -3.231027 -1.561267 -1.361557 0.033 0.422 -0.257 0.000
H -0.580784 1.237627 -3.030485 -0.044 0.036 0.028 0.011
H 4.789831 -1.373439 -4.376498 0.171 0.176 0.220 0.010
H 2.518919 2.126390 5.009398 0.142 0.111 0.112 0.000
H -0.820451 -4.810760 1.636043 -0.216 -0.250 -0.087 0.000
H -4.240993 -7.372171 0.946358 0.315 0.389 0.036 0.001
H 7.436250 2.718940 -4.995223 -0.516 -0.016 -0.190 0.010
H 1.108375 2.993929 5.657930 0.165 -0.022 0.071 0.003
H 1.278389 -2.947649 -0.453289 -1.123 -0.276 0.636 0.001
H -4.709647 -0.678157 -3.328243 -0.298 0.323 0.204 0.000
H 1.508956 1.739524 0.860673 0.048 0.297 0.201 0.032
H -1.408773 4.097807 2.742152 -0.156 0.109 -0.035 0.010
H -0.396947 1.212769 4.887732 0.155 0.030 -0.378 0.000
H -4.026638 -3.489781 -0.914241 -0.064 -0.271 0.050 0.000
H -1.396596 1.045696 2.210700 -0.082 0.176 0.227 0.020
H 1.961274 4.188268 1.126240 0.303 -0.015 0.346 0.001
H 2.576892 1.358177 2.195791 -0.026 0.165 0.185 0.008
H -1.974382 -6.983148 1.975558 -0.224 0.038 -0.015 0.000
H -5.217150 1.070920 1.601269 -0.209 0.348 -0.102 0.003
H -3.967394 -0.635929 0.440999 0.139 0.274 0.035 0.001
H -2.405364 -0.854968 -2.749531 -0.303 0.229 0.129 0.000
H -4.437539 0.954117 -2.644413 -0.140 -0.340 -0.089 0.000
H 6.636271 -1.199714 -6.009271 0.184 0.072 0.611 0.008
H -5.189269 1.468316 -0.132395 -0.036 0.095 0.142 0.000
H 0.947164 -0.792500 -1.628623 0.990 -0.756 -0.018 0.035
H -0.866359 2.245452 1.009928 -0.024 0.036 0.600 0.027
H -2.227937 1.549534 -3.617522 0.103 0.038 0.037 0.000
H -1.081876 2.611900 -0.941262 -0.597 -0.145 -0.345 0.021
H -2.787307 2.799629 -1.451365 0.264 0.518 -0.541 0.009
H -2.919864 0.224336 1.566960 -0.503 0.125 -0.415 0.003
H 0.947064 0.273127 4.229927 0.050 -0.013 -0.216 0.021
H -1.097987 2.887354 -3.400238 -0.019 -0.166 -0.051 0.000
H 1.613413 1.461658 6.361586 -0.047 -0.159 0.057 0.000
H -5.238633 -0.310837 -1.659518 0.168 0.138 -0.368 0.000
H 2.924497 3.866365 2.637689 -0.110 0.050 -0.506 0.003
```
Positions in Å, forces in eV/Å.

Summary:
- E (eV) = -128270.45367
- energy above the lowest of the compared OMol25 structures with the same formula, charge and spin (kcal/mol) = 112.2
- multiplicity = 6
- gap between HOMO and LUMO (spin up / spin down) (eV) = 6.86 / 4.47
- total charge = +4
- <S²> = 8.793



Question: Look up the E of the fourth one.
Answer: -128270.45367 eV



Question: Which of these has the lowest E?
Answer: C20H45AuBrN5O7P2SbSi3



Question: Among the records above, which one has the highest total charge?
Answer: C32H43BrIrN2P2